The following is a DFT calculation (ωB97M-V/def2-TZVPD) of a structure of composition C12H15ClN2OS.

Structure (XYZ):
```
32
Properties=species:S:1:pos:R:3:forces:R:3
S -0.010198 -2.452649 0.444560 0.4 -1.4 -0.6
C 0.138444 -0.883003 0.844687 -6.0 0.5 2.1
N -0.932476 -0.192662 1.388896 -4.8 -12.3 -1.9
H -1.024303 0.685528 1.537739 -0.6 7.2 1.0
C -2.394148 -1.015318 1.277434 -1.0 10.5 5.5
H -2.411719 -1.993535 1.269557 0.6 -4.7 -0.9
H -2.936629 -0.812396 2.591271 1.6 -0.4 -3.9
C -3.329876 -0.116607 0.266402 -2.2 -1.1 10.6
H -4.396014 -0.454573 0.437794 0.9 0.3 0.1
O -3.201328 1.220654 0.619464 -0.3 3.2 -0.6
C -3.130779 2.137151 -0.584882 2.8 -10.9 0.7
H -2.673137 2.981029 -0.502250 3.4 4.8 1.5
C -2.247780 0.799725 -1.596572 -0.8 3.9 3.8
H -2.377804 1.275396 -2.506052 -0.9 -0.5 -2.5
H -1.217964 1.024317 -1.369896 0.5 -0.6 0.5
C -2.918226 -0.402727 -0.938700 5.2 -3.6 -12.4
H -2.081583 -1.335919 -1.074660 -2.4 2.4 0.6
H -3.737913 -0.683737 -1.609078 0.1 -0.2 0.0
H -3.948069 2.251799 -1.119813 -4.6 0.2 -1.8
N 1.036704 -0.002099 0.875500 9.2 -4.1 -3.4
C 2.325273 -0.251809 0.245013 -1.7 9.1 4.1
C 2.795773 -1.376831 0.108961 7.8 -6.7 -4.6
C 4.227890 -1.451147 -0.391106 -3.1 -5.4 1.5
C 4.984602 -0.397310 -0.302378 4.2 1.8 -3.7
C 4.529677 0.951508 -0.340160 -1.0 -1.4 4.1
C 3.297552 0.896245 0.289641 -0.6 -2.2 -3.2
Cl 2.604235 2.251007 0.768052 -1.8 4.9 1.7
H 5.186586 1.827643 -0.143746 -0.6 -0.7 -0.7
H 5.997907 -0.558654 -0.676838 0.2 0.1 0.4
H 4.660347 -2.566614 -0.666628 -1.1 3.2 0.9
H 2.302513 -2.239103 -0.078358 -1.7 -2.4 0.4
H 0.882439 0.884706 0.936131 -1.8 6.3 0.8
```
Positions in Å, forces in eV/Å.

Values from the calculation:
Maximum force, eV/Å: 13.91
Molar mass, g/mol: 270.8
Lowest unoccupied orbital energy, eV: 0.48
HOMO-LUMO gap, Eh: 0.3207

Population analysis type Löwdin, resulting atomic charges in e:
1 S 0.763
2 C -0.872
3 N 0.075
4 H 0.028
5 C -0.034
6 H -0.031
7 H 0.190
8 C -0.474
9 H 0.166
10 O -0.120
11 C 0.049
12 H 0.034
13 C -0.017
14 H 0.054
15 H 0.072
16 C -0.252
17 H 0.165
18 H 0.128
19 H 0.043
20 N 0.065
21 C -0.238
22 C -0.076
23 C -0.058
24 C -0.177
25 C -0.065
26 C -0.682
27 Cl 0.869
28 H 0.123
29 H 0.106
30 H 0.164
31 H 0.000
32 H 0.001

=====

The following is a DFT calculation (ωB97M-V/def2-TZVPD) of an isolated molecule of C3H2N2O2.

Structure (XYZ):
```
9
Properties=species:S:1:pos:R:3:forces:R:3
H 1.892353 -0.114809 -1.502550 0.6 0.5 0.3
N 1.446095 -0.866875 -0.994770 -0.2 0.3 -0.2
C 0.484280 -0.466543 -0.290889 0.2 -0.3 -0.7
C -0.435792 -1.570866 -0.081935 -1.0 -0.8 0.0
N -1.051147 -2.520155 -0.325526 0.3 0.9 0.8
O 0.187819 0.855468 -0.099054 0.0 -0.1 -0.2
C -0.640948 1.407108 0.854680 -0.2 0.3 0.0
O -0.918228 2.562167 0.795285 0.2 -0.8 0.1
H -0.964431 0.714505 1.644759 0.0 -0.1 -0.2
```
Positions in Å, forces in eV/Å.

Values from the calculation:
SMILES: [H]/N=C(/C#N)OC=O
Maximum force, eV/Å: 1.27
Molar mass, g/mol: 98.1
Lowest unoccupied orbital energy, eV: -0.32
HOMO-LUMO gap, Eh: 0.4089

Population analysis type Löwdin, resulting atomic charges in e:
1 H 0.088
2 N 0.211
3 C -0.416
4 C -0.140
5 N 0.186
6 O 0.067
7 C -0.281
8 O 0.131
9 H 0.153

=====

The following is a DFT calculation (ωB97M-V/def2-TZVPD) of a structure of composition C17H20F3N3PdSSi.

Structure (XYZ):
```
46
Properties=species:S:1:pos:R:3:forces:R:3
Pd -0.315225 -0.611120 0.691493 0.0 -0.4 0.0
F -4.343385 -3.660611 -1.070950 0.0 0.0 0.0
C -4.887274 -2.489480 -0.705003 0.0 0.0 0.0
F -5.245878 -2.596849 0.582942 0.0 0.0 0.0
F -6.032091 -2.361994 -1.412691 0.0 0.0 0.0
C -3.971360 -1.321573 -0.946550 0.0 0.0 0.0
C -4.333604 -0.335977 -1.838077 0.0 0.1 0.0
C -3.507566 0.766030 -2.032991 0.0 0.0 0.0
C -2.343260 0.839205 -1.302811 0.0 0.1 0.1
N -1.976551 -0.113743 -0.445035 0.2 -0.3 -0.1
C -2.743552 -1.221544 -0.256859 -0.1 0.1 0.0
S -2.073086 -2.369597 0.831887 -0.1 0.0 0.1
H -5.267760 -0.419872 -2.375872 0.0 0.0 0.0
H -3.761794 1.550550 -2.729500 0.0 0.0 0.0
H -1.683570 1.690343 -1.388882 0.0 0.0 0.0
C 4.031721 -1.892912 3.621202 0.0 0.0 0.0
N 2.746937 -2.542038 3.383179 0.0 -0.1 0.0
C 2.281589 -3.522548 4.360898 0.0 0.0 0.0
C 1.857741 -1.940902 2.622011 -0.1 -0.1 0.0
N 1.076822 -1.460511 1.926669 0.0 0.6 -0.3
H 4.780489 -2.664771 3.792097 0.0 0.0 0.0
H 3.992166 -1.232837 4.491367 0.0 0.0 0.0
H 4.317790 -1.316868 2.744876 0.0 0.0 0.0
H 3.050808 -4.283589 4.483189 0.0 0.0 0.0
H 1.373401 -3.994361 3.995331 0.0 0.0 0.0
H 2.080956 -3.055651 5.328238 0.0 0.0 0.0
C 0.901012 2.493946 1.420000 0.0 0.1 -0.1
Si 1.108824 1.129710 0.137754 -0.1 0.0 0.4
C 2.920015 0.620016 0.124808 0.0 0.0 0.0
C 0.730259 1.834440 -1.563432 0.0 0.0 -0.1
C 0.423480 3.182726 -1.756278 0.0 0.0 0.0
C 0.073637 3.669776 -3.010614 0.0 0.0 0.0
C 0.028077 2.811727 -4.099146 0.0 0.0 0.0
C 0.342785 1.468503 -3.932186 0.0 0.0 0.0
C 0.688432 0.990622 -2.678007 0.0 0.0 0.0
H 1.590769 3.329837 1.268231 0.0 0.0 0.0
H 1.083073 2.084407 2.415749 0.0 0.0 0.0
H -0.118188 2.886051 1.409683 0.0 0.0 0.0
H 3.549286 1.481491 -0.113033 0.0 0.0 0.0
H 3.116620 -0.157852 -0.615469 0.0 0.0 0.0
H 3.217625 0.238832 1.103716 0.0 0.0 0.0
H 0.444355 3.865282 -0.914133 0.0 0.0 0.0
H -0.166597 4.718299 -3.136491 0.0 0.0 0.0
H -0.249968 3.187255 -5.075840 0.0 0.0 0.0
H 0.307412 0.794512 -4.778974 0.0 0.0 0.0
H 0.904629 -0.066361 -2.556498 0.0 0.0 0.0
```
Positions in Å, forces in eV/Å.

Values from the calculation:
Maximum force, eV/Å: 0.67
Molar mass, g/mol: 489.9
Lowest unoccupied orbital energy, eV: 0.34
HOMO-LUMO gap, Eh: 0.2864

Population analysis type Löwdin, resulting atomic charges in e:
1 Pd 0.499
2 F 0.130
3 C -0.609
4 F 0.129
5 F 0.117
6 C -0.128
7 C 0.001
8 C -0.045
9 C -0.114
10 N -0.103
11 C -0.719
12 S 0.570
13 H 0.123
14 H 0.105
15 H 0.094
16 C -0.029
17 N -0.193
18 C -0.028
19 C -0.221
20 N 0.078
21 H 0.092
22 H 0.096
23 H 0.086
24 H 0.091
25 H 0.099
26 H 0.095
27 C -0.235
28 Si 0.477
29 C -0.225
30 C -0.331
31 C -0.115
32 C -0.090
33 C -0.093
34 C -0.087
35 C -0.122
36 H 0.028
37 H 0.016
38 H 0.022
39 H 0.032
40 H 0.025
41 H -0.010
42 H 0.093
43 H 0.100
44 H 0.100
45 H 0.102
46 H 0.102